*i*
# C5H7Cl

A structure of composition C5H7Cl (ωB97M-V/def2-TZVPD, the OMol25 dataset).

The value obtained for the HOMO energy is -0.3218 hartree.

The geometry in XYZ format:
```
13
Properties=species:S:1:pos:R:3:nbo_charge:R:1
C 0.236 1.934 0.088 -0.64
C 0.564 0.467 -0.239 -0.15
C -0.308 -0.571 -0.231 -0.09
C 1.932 0.050 -0.104 -0.17
C 2.340 -1.267 0.213 -0.36
H -0.827 2.052 0.203 0.24
H 0.719 2.349 0.967 0.23
H 0.763 2.719 -0.617 0.23
H 0.001 -1.657 -0.415 0.22
H 2.833 1.099 -0.004 0.21
H 1.458 -2.197 0.266 0.19
H 3.283 -1.386 0.127 0.18
Cl -2.166 -0.392 0.065 -0.09
```

*ii*
# C5H7Cl

An isolated molecule of C5H7Cl (ωB97M-V/def2-TZVPD, the OMol25 dataset).

The value obtained for the HOMO energy is -0.3291 hartree. Its structure (SMILES) is Cl[C@H]1C=CCC1.

The geometry in XYZ format:
```
13
Properties=species:S:1:pos:R:3:nbo_charge:R:1
C 0.343 0.975 0.639 -0.20
C -0.892 0.080 0.874 -0.45
C -0.679 -1.007 -0.227 -0.45
C 0.309 -0.525 -1.322 -0.20
C 0.699 0.687 -0.846 -0.23
H 0.298 2.061 0.553 0.24
H -1.956 0.528 0.826 0.24
H -0.877 -0.438 1.906 0.24
H 0.330 -1.511 0.315 0.23
H -1.524 -1.837 -0.546 0.24
H 0.402 -0.867 -2.385 0.24
H 1.612 1.383 -1.327 0.22
Cl 1.935 0.472 1.540 -0.12
```

*iii*
# C5H7Cl

An isolated molecule of C5H7Cl (ωB97M-V/def2-TZVPD, the OMol25 dataset).

The value obtained for the HOMO energy is -0.3486 hartree. Its structure (SMILES) is CC#CCCCl.

The geometry in XYZ format:
```
13
Properties=species:S:1:pos:R:3:nbo_charge:R:1
C -2.508 -0.906 0.068 -0.70
C -1.238 -0.374 -0.105 0.02
C -0.215 0.172 -0.248 -0.03
C 0.982 0.946 -0.373 -0.49
C 2.147 0.406 0.387 -0.30
H -2.721 -1.618 -0.687 0.23
H -2.635 -1.529 0.943 0.24
H -3.242 -0.059 -0.183 0.24
H 0.823 1.960 0.000 0.23
H 1.276 1.071 -1.423 0.23
H 1.860 0.279 1.391 0.21
H 3.046 0.986 0.418 0.22
Cl 2.425 -1.335 -0.186 -0.11
```

*iv*
# C5H7Cl

An isolated molecule of C5H7Cl (ωB97M-V/def2-TZVPD, the OMol25 dataset).

The value obtained for the HOMO energy is -0.3176 hartree. Its structure (SMILES) is C=C/C(C)=C/Cl.

The geometry in XYZ format:
```
13
Properties=species:S:1:pos:R:3:nbo_charge:R:1
C 0.229 -1.713 0.313 -0.65
C -0.172 -0.239 0.056 -0.05
C -1.314 0.175 0.621 -0.20
C 0.837 0.607 -0.673 -0.21
C 0.648 1.934 -0.818 -0.34
H -0.504 -2.450 -0.071 0.23
H 1.256 -1.910 -0.051 0.21
H 0.246 -1.990 1.414 0.23
H -1.462 1.207 0.719 0.20
H 1.701 0.179 -1.085 0.21
H -0.155 2.400 -0.364 0.18
H 1.312 2.576 -1.320 0.20
Cl -2.623 -0.776 1.259 0.00
```

Energies relative to the minimum, kcal/mol: *i* 60.1; *ii* 31.6; *iii* 11.1; *iv* 0.0